The following is a DFT calculation (wB97M-V/def2-TZVPD) of a molecular structure, C50H56BrCaN5O7Se.

Output
* energy above the lowest of the compared OMol25 structures with the same formula, charge and spin: 26.18 kcal per mole
* total charge: -2
* E_HOMO: -0.098 Ha
* DFT total energy: -228378.346 eV

XYZ file:
```
121
Properties=species:S:1:pos:R:3:forces:R:3:lowdin_charge:R:1
Ca -0.227 0.081 -0.533 -0.5 0.5 -0.1 1.271
C 7.341 -2.676 1.003 0.0 0.0 0.0 -0.059
C 6.026 -3.464 0.931 0.0 0.0 0.0 -0.565
C 5.742 -4.032 2.322 0.0 0.0 0.0 -0.078
C 6.203 -4.642 -0.038 0.0 0.0 0.0 -0.055
C 4.901 -2.555 0.442 0.0 0.0 0.0 -0.194
C 3.741 -2.318 1.160 0.0 0.0 0.0 -0.084
C 2.760 -1.475 0.660 0.1 0.0 0.1 -0.399
Se 1.177 -1.189 1.701 0.1 0.2 0.0 1.092
C 1.608 0.545 2.453 0.1 0.0 0.1 -0.366
C 2.361 0.479 3.618 0.0 0.0 0.1 -0.092
C 2.844 1.618 4.240 0.0 0.0 0.0 -0.194
C 2.611 2.819 3.574 0.0 0.1 -0.1 -0.013
C 1.900 2.940 2.388 -0.1 0.0 0.0 -0.075
C 1.245 1.783 1.844 0.0 0.1 -0.1 -0.365
O 0.379 1.875 0.877 0.1 -0.4 -0.1 -0.288
C 1.867 4.342 1.742 0.0 0.0 0.0 -0.519
C 3.297 4.922 1.713 0.0 0.0 0.0 -0.067
C 0.972 5.282 2.564 0.0 0.0 0.0 -0.048
C 1.388 4.371 0.286 0.0 0.0 0.0 -0.066
C 3.636 1.600 5.545 0.0 0.0 0.0 -0.563
C 5.045 2.166 5.312 0.0 0.0 0.0 -0.055
C 2.921 2.460 6.597 0.0 0.0 0.0 -0.059
C 3.783 0.186 6.107 0.0 0.0 0.0 -0.075
C 2.877 -0.784 -0.574 0.0 0.2 -0.1 -0.391
O 1.991 0.075 -0.939 -0.2 -0.1 0.1 -0.265
C 4.041 -1.088 -1.350 0.0 -0.1 0.0 -0.078
C 4.995 -1.933 -0.807 0.0 0.0 0.0 -0.010
C 4.268 -0.593 -2.789 0.0 0.0 0.0 -0.526
C 5.593 0.182 -2.864 0.0 0.0 0.0 -0.063
C 3.172 0.314 -3.366 0.0 0.0 0.0 -0.067
C 4.343 -1.823 -3.712 0.0 0.0 0.0 -0.049
H 8.160 -3.319 1.344 0.0 0.0 0.0 0.074
H 7.245 -1.838 1.698 0.0 0.0 0.0 0.086
H 7.614 -2.268 0.027 0.0 0.0 0.0 0.072
H 6.578 -4.660 2.641 0.0 0.0 0.0 0.076
H 4.839 -4.646 2.327 0.0 0.0 0.0 0.085
H 5.616 -3.235 3.059 0.0 0.0 0.0 0.081
H 7.005 -5.308 0.302 0.0 0.0 0.0 0.075
H 6.454 -4.293 -1.042 0.0 0.0 0.0 0.073
H 5.279 -5.219 -0.110 0.0 0.0 0.0 0.091
H 3.578 -2.782 2.125 0.0 0.0 0.0 0.084
H 2.566 -0.501 4.030 0.0 0.0 0.0 0.080
H 3.019 3.726 4.008 0.0 0.0 0.0 0.094
H 3.704 5.096 2.710 0.0 0.0 0.0 0.063
H 3.290 5.884 1.191 0.0 0.0 0.0 0.073
H 3.973 4.247 1.185 0.0 0.0 0.0 0.092
H 1.305 5.326 3.605 0.0 0.0 0.0 0.074
H -0.062 4.936 2.540 0.0 0.0 0.0 0.066
H 1.011 6.297 2.151 0.0 0.0 0.0 0.079
H 1.951 3.656 -0.320 0.0 0.0 0.0 0.087
H 1.561 5.376 -0.115 0.0 0.0 0.0 0.079
H 0.330 4.142 0.194 0.0 0.0 0.0 0.061
H 5.003 3.193 4.943 0.0 0.0 0.0 0.072
H 5.577 1.568 4.569 0.0 0.0 0.0 0.089
H 5.623 2.162 6.242 0.0 0.0 0.0 0.075
H 2.823 3.495 6.261 0.0 0.0 0.0 0.073
H 3.476 2.461 7.541 0.0 0.0 0.0 0.075
H 1.916 2.076 6.785 0.0 0.0 0.0 0.087
H 4.326 -0.465 5.418 0.0 0.0 0.0 0.082
H 2.809 -0.269 6.305 0.0 0.0 0.0 0.085
H 4.339 0.219 7.048 0.0 0.0 0.0 0.077
H 5.878 -2.142 -1.406 0.0 0.0 0.0 0.094
H 5.554 1.063 -2.217 0.0 0.0 0.0 0.085
H 5.776 0.517 -3.891 0.0 0.0 0.0 0.074
H 6.445 -0.426 -2.551 0.0 0.0 0.0 0.065
H 3.078 1.243 -2.802 0.0 0.0 0.0 0.074
H 2.200 -0.177 -3.368 0.0 0.0 0.0 0.078
H 3.451 0.556 -4.399 0.0 0.0 0.0 0.075
H 5.157 -2.497 -3.430 0.0 0.0 0.0 0.068
H 4.507 -1.507 -4.748 0.0 0.0 0.0 0.076
H 3.403 -2.379 -3.663 0.0 0.0 0.0 0.091
O -2.992 -6.586 -1.776 -0.1 0.0 0.0 -0.049
C -3.475 -5.874 -0.879 0.1 0.0 0.0 -0.700
O -4.265 -6.164 0.048 0.0 0.0 0.0 -0.079
C -3.005 -4.399 -0.872 0.0 0.1 0.0 -0.103
C -3.635 -3.478 -0.043 0.0 0.0 0.0 -0.033
C -3.136 -2.192 0.040 0.0 0.0 0.1 -0.162
N -2.082 -1.767 -0.658 0.0 0.0 -0.2 0.034
C -1.539 -2.619 -1.542 0.0 0.0 0.1 -0.183
C -1.952 -3.941 -1.656 0.0 -0.1 0.1 0.059
C -0.460 -2.006 -2.448 0.1 -0.2 -0.1 -0.674
O 0.465 -2.713 -2.842 -0.2 0.0 -0.1 0.023
O -0.655 -0.764 -2.671 0.3 0.2 0.1 -0.182
H -4.486 -3.806 0.539 0.0 0.0 0.0 0.106
H -3.604 -1.453 0.682 0.0 0.0 0.0 0.078
H -1.456 -4.619 -2.336 0.0 0.0 0.0 0.123
O -1.769 3.383 1.695 -0.1 0.1 0.0 -0.094
H -1.038 2.853 1.305 0.1 -0.1 0.0 -0.011
H -1.915 2.922 2.526 0.0 0.0 0.0 0.016
Br -4.053 1.168 -1.834 0.1 0.0 0.0 0.759
C -2.544 2.077 -2.540 -0.1 0.0 0.1 -0.733
C -2.652 2.732 -3.757 0.0 0.0 0.0 -0.109
C -1.518 3.367 -4.235 0.0 0.0 0.0 -0.067
C -0.349 3.329 -3.492 0.0 0.0 0.0 -0.042
C -0.360 2.651 -2.288 0.1 0.0 -0.1 -0.121
N -1.447 2.035 -1.819 0.1 -0.2 0.2 0.000
H -3.584 2.723 -4.302 0.0 0.0 0.0 0.094
H -1.546 3.880 -5.189 0.0 0.0 0.0 0.104
H 0.563 3.798 -3.837 0.0 0.0 0.0 0.107
H 0.531 2.581 -1.671 0.0 0.0 0.0 0.094
N -5.108 -7.179 6.117 0.0 -0.1 0.0 0.141
C -4.811 -6.202 5.591 0.0 0.0 0.0 -0.188
C -4.430 -4.959 4.981 0.0 0.0 0.0 -0.233
C -3.576 -4.940 3.882 0.0 0.0 -0.1 0.012
C -3.201 -3.730 3.323 0.0 0.0 0.0 0.022
C -3.693 -2.545 3.855 0.0 0.0 0.0 -0.180
C -4.551 -2.562 4.948 0.0 0.0 0.1 -0.009
C -4.921 -3.768 5.511 0.0 0.1 0.0 -0.032
N -3.349 -1.308 3.264 0.1 0.0 -0.1 -0.031
C -4.214 -0.275 2.954 0.0 0.0 0.0 -0.065
C -3.464 0.645 2.287 0.0 0.0 0.0 -0.146
N -2.160 0.213 2.179 0.0 -0.2 -0.1 0.095
C -2.132 -0.961 2.752 -0.1 0.1 0.2 -0.181
H -3.235 -5.865 3.438 0.0 0.0 0.0 0.132
H -2.582 -3.713 2.436 0.0 0.0 0.0 0.117
H -4.911 -1.627 5.358 0.0 0.0 0.0 0.114
H -5.584 -3.792 6.365 0.0 0.0 0.0 0.115
H -5.263 -0.327 3.189 0.0 0.0 0.0 0.115
H -3.768 1.588 1.857 0.0 0.0 0.0 0.093
H -1.270 -1.601 2.864 0.0 0.0 0.0 0.080
```
Positions in Å, forces in eV/Å.

=====

The following is a DFT calculation (wB97M-V/def2-TZVPD) of a molecular structure, C50H57IN7O3STi.

Output
* energy above the lowest of the compared OMol25 structures with the same formula, charge and spin: 11.08 kcal per mole
* total charge: +1
* E_HOMO: -0.361 Ha
* DFT total energy: -111397.724 eV

XYZ file:
```
120
Properties=species:S:1:pos:R:3:forces:R:3:lowdin_charge:R:1
Ti 1.814 -0.474 -0.076 -0.3 -0.1 0.5 1.185
C -0.648 1.291 4.857 0.0 0.0 0.0 -0.090
C 0.481 0.536 5.150 0.0 0.0 0.0 -0.073
C 1.094 -0.220 4.166 0.0 0.1 0.0 -0.030
C 0.584 -0.249 2.866 0.2 0.1 0.0 -0.272
C -0.549 0.501 2.581 -0.2 0.0 -0.1 -0.015
C -1.157 1.267 3.568 0.0 0.0 0.0 -0.075
N 1.283 -0.979 1.872 0.0 0.0 -0.8 -0.007
C 1.634 -2.276 2.152 0.0 -0.3 -0.1 -0.236
C 0.958 -3.186 2.993 -0.2 0.4 0.1 -0.003
C 1.454 -4.449 3.203 0.1 -0.1 0.0 -0.054
C 2.645 -4.902 2.604 -0.1 0.1 0.0 -0.068
C 3.309 -4.065 1.748 -0.2 -0.1 0.0 -0.014
C 2.773 -2.794 1.507 0.5 0.3 -0.2 -0.219
N 3.352 -1.873 0.646 0.1 -0.6 0.0 -0.010
N 4.470 -2.091 0.133 0.0 0.3 0.0 0.147
C 4.892 -0.978 -0.652 -0.1 -0.3 0.1 -0.310
C 6.190 -0.967 -1.126 0.0 0.1 -0.1 0.017
C 6.593 0.132 -1.870 -0.1 0.0 0.0 -0.026
C 5.684 1.152 -2.104 0.0 0.0 0.0 -0.020
C 4.400 1.043 -1.590 0.0 0.1 0.0 -0.099
N 4.008 -0.006 -0.874 -0.1 -0.2 0.1 0.053
H -1.124 1.883 5.626 0.0 0.0 0.0 0.104
H 0.901 0.547 6.146 0.0 0.0 0.0 0.108
H 1.996 -0.773 4.399 0.0 0.0 0.0 0.123
H -0.992 0.472 1.595 0.1 -0.1 0.1 0.093
H -2.042 1.838 3.319 0.0 0.0 0.0 0.099
H 0.045 -2.868 3.480 0.0 0.0 0.0 0.126
H 0.904 -5.121 3.849 0.0 0.0 0.0 0.115
H 3.010 -5.899 2.802 0.0 0.0 0.0 0.108
H 4.208 -4.367 1.231 0.0 0.0 0.0 0.115
H 6.845 -1.795 -0.901 0.0 0.0 0.0 0.123
H 7.600 0.190 -2.259 0.0 0.0 0.0 0.120
H 5.951 2.026 -2.681 0.0 0.0 0.0 0.116
H 3.648 1.802 -1.765 0.0 0.0 0.0 0.087
C -5.165 -0.955 0.745 0.0 0.0 0.0 -0.038
C -4.807 -1.608 -0.597 0.1 0.0 0.0 -0.554
C -5.294 -0.712 -1.742 0.0 0.0 0.0 -0.039
C -5.526 -2.951 -0.693 -0.1 0.0 0.0 -0.060
C -3.289 -1.762 -0.685 0.0 0.1 0.0 -0.145
C -2.494 -0.617 -0.644 -0.1 -0.1 0.0 0.043
C -1.120 -0.742 -0.696 0.1 0.3 -0.1 -0.152
N -0.150 0.286 -0.577 -0.2 -0.3 0.1 0.075
C -0.313 1.557 -0.529 -0.3 0.2 -0.1 -0.180
C -1.493 2.364 -0.714 0.2 -0.1 0.1 0.049
C -1.534 3.566 -0.101 0.0 0.2 0.1 -0.117
C -0.392 4.045 0.695 0.0 -0.1 0.0 0.028
C 0.817 3.480 0.694 -0.2 0.0 0.0 -0.070
C 0.994 2.281 -0.228 0.0 -0.3 0.2 -0.470
O 1.850 1.321 0.282 0.3 0.4 -0.4 -0.213
C 1.987 3.981 1.528 -0.1 0.0 -0.1 -0.517
C 3.272 4.040 0.693 0.1 0.0 0.0 -0.031
C 1.702 5.386 2.061 0.0 0.1 0.0 -0.048
C 2.197 3.051 2.737 0.0 0.0 0.0 -0.016
C -2.760 4.461 -0.148 0.1 0.0 0.0 -0.543
C -3.265 4.680 1.288 -0.1 0.0 0.0 -0.027
C -2.364 5.808 -0.772 -0.1 0.0 0.0 -0.030
C -3.891 3.849 -0.969 0.0 0.0 -0.1 -0.052
C -0.503 -2.004 -0.735 0.4 0.0 0.1 -0.204
O 0.845 -1.961 -0.633 0.0 -0.2 0.0 -0.216
C -1.260 -3.166 -0.814 -0.2 0.0 -0.1 -0.065
C -2.652 -2.988 -0.787 0.1 0.0 0.0 0.039
C -0.730 -4.597 -0.950 0.0 0.1 0.0 -0.524
C -1.217 -5.427 0.245 0.0 0.0 0.0 -0.029
C 0.794 -4.709 -1.008 0.0 0.0 0.0 -0.038
C -1.283 -5.193 -2.253 0.0 0.0 0.0 -0.036
H -6.245 -0.827 0.828 0.0 0.0 0.0 0.089
H -4.706 0.029 0.846 0.0 0.0 0.0 0.072
H -4.828 -1.568 1.581 0.0 0.0 0.0 0.093
H -6.380 -0.615 -1.709 0.0 0.0 0.0 0.089
H -5.019 -1.127 -2.712 0.0 0.0 0.0 0.093
H -4.873 0.293 -1.676 0.0 0.0 0.0 0.068
H -6.602 -2.793 -0.620 0.0 0.0 0.0 0.090
H -5.239 -3.626 0.114 0.0 0.0 0.0 0.089
H -5.330 -3.449 -1.644 0.0 0.0 0.0 0.091
H -2.961 0.346 -0.526 0.0 0.0 0.0 0.089
H -2.333 1.980 -1.264 0.0 0.0 -0.1 0.098
H -0.551 4.939 1.277 0.0 0.0 0.0 0.102
H 3.173 4.722 -0.154 0.0 0.0 0.0 0.084
H 3.566 3.058 0.327 0.0 -0.1 0.0 0.063
H 4.084 4.415 1.318 0.0 0.0 0.0 0.095
H 1.495 6.094 1.257 0.0 0.0 0.0 0.096
H 2.577 5.740 2.607 0.0 0.0 0.0 0.093
H 0.863 5.396 2.759 0.0 0.0 0.0 0.089
H 2.460 2.038 2.442 0.0 0.0 0.0 0.073
H 1.294 3.001 3.348 0.0 0.0 0.0 0.085
H 3.005 3.451 3.353 0.0 0.0 0.0 0.096
H -2.562 5.243 1.900 0.0 0.0 0.0 0.082
H -3.467 3.730 1.785 0.0 0.0 0.0 0.087
H -4.195 5.247 1.255 0.0 0.0 0.0 0.094
H -1.549 6.288 -0.232 0.0 0.0 0.0 0.085
H -3.223 6.479 -0.751 0.0 0.0 0.0 0.095
H -2.046 5.682 -1.806 0.0 0.0 0.0 0.081
H -4.247 2.909 -0.541 0.0 0.0 0.0 0.081
H -3.593 3.669 -2.004 0.0 0.0 0.0 0.094
H -4.735 4.538 -0.988 0.0 0.0 0.0 0.094
H -3.259 -3.880 -0.838 0.0 0.0 0.0 0.097
H -0.849 -5.005 1.181 0.0 0.0 0.0 0.079
H -0.842 -6.449 0.161 0.0 0.0 0.0 0.091
H -2.304 -5.477 0.299 0.0 0.0 0.0 0.081
H 1.266 -4.366 -0.090 0.0 0.0 0.0 0.065
H 1.213 -4.144 -1.841 0.0 0.0 0.0 0.076
H 1.052 -5.761 -1.148 0.0 0.0 0.0 0.094
H -2.372 -5.225 -2.266 0.0 0.0 0.0 0.079
H -0.921 -6.215 -2.376 0.0 0.0 0.0 0.089
H -0.955 -4.609 -3.115 0.0 0.0 0.0 0.090
I -0.751 0.226 -5.737 -0.1 0.1 -0.1 0.930
C 0.750 -0.713 -4.669 0.2 -0.1 0.1 -0.716
C 1.437 -1.808 -5.169 -0.1 0.1 0.0 -0.111
C 2.419 -2.381 -4.376 0.0 0.0 0.0 -0.033
C 2.665 -1.849 -3.124 0.1 -0.1 0.1 -0.123
N 2.005 -0.798 -2.639 -0.2 0.3 0.1 0.035
C 1.071 -0.240 -3.405 0.0 0.0 -0.1 -0.203
H 1.211 -2.205 -6.149 0.0 0.0 0.0 0.107
H 2.983 -3.236 -4.719 0.0 0.0 0.0 0.117
H 3.410 -2.299 -2.476 0.0 0.0 0.0 0.110
H 0.551 0.617 -2.998 0.0 0.0 0.0 0.072
O 0.420 4.929 -2.126 0.0 0.1 0.0 -0.442
S 1.300 3.839 -2.469 -0.1 0.1 -0.3 0.961
N 1.493 2.658 -1.569 0.2 0.0 0.3 -0.215
```
Positions in Å, forces in eV/Å.

=====

Gap between HOMO and LUMO for the records above, in order: 6.26, 5.71 eV